Molecular formula: C6H12O
Method: DFT, ωB97M-V/def2-TZVPD

The geometry in ORCA input format:
```
! RIJCOSX wB97M-V def2-TZVPD def2/J DEFGRID3
* xyz 0 1
O -1.61 -1.15 0.22
C -0.78 -1.82 -0.71
C 0.44 -1.23 -1.30
C 0.63 -2.20 -0.44
H -1.04 -0.62 0.79
H -1.43 -2.47 -1.29
H 0.88 -0.51 -1.97
H 1.33 -2.82 0.10
H 0.77 -0.83 2.14
H 0.66 -1.55 2.00
C 0.40 1.46 1.36
C 0.56 1.57 0.05
C -0.55 1.90 -0.92
H 1.25 1.29 2.02
H -0.58 1.54 1.83
H 1.56 1.48 -0.37
H -0.56 2.98 -1.11
H -1.52 1.60 -0.52
H -0.41 1.40 -1.88
*
```

## Properties
Frontier orbital gap, eV: 10.57
DFT total energy, a.u.: -310.8838
SMILES: OC1C=C1.[H][H].C=CC
Energy relative to the best compared isomer or geometry (same formula, charge and spin), kJ/mol: 460.7